Computed, not measured: a 2-piece molecular cluster, C3H9NO overall, with the ωB97M-V functional and the def2-TZVPD basis.

Computed properties:
SMILES string: C/C=C\N.O
HOMO-LUMO gap in eV: 8.53
ΔE to the lowest compared entry with this formula, charge and spin in kJ/mol: 144.4
M in g/mol: 75.11
HOMO in eV: -7.78
Electronic energy in hartree: -249.658681
Net charge: 0

Each line ends with the Mulliken charge.
CARTESIAN COORDINATES (ANGSTROEM)
N: 0.974 0.980 0.619  -0.4619
C: -2.112 1.113 0.975  -0.9704
H: 2.135 -4.714 -3.574  0.3221
H: 1.807 -3.251 -3.960  0.3175
H: -1.752 0.297 0.356  0.2738
O: 1.425 -4.119 -3.838  -0.6397
H: 1.854 0.511 0.764  0.2058
H: 0.619 0.556 -0.201  0.1910
H: 0.920 1.745 2.472  0.2995
C: -1.040 1.728 1.816  -0.1744
H: -2.947 0.807 1.606  0.2852
C: 0.256 1.478 1.679  -0.1977
H: -2.592 1.852 0.317  0.2462
H: -1.253 2.478 2.561  0.3030



Computed, not measured: a 2-piece molecular cluster, C3H9NO overall, with the ωB97M-V functional and the def2-TZVPD basis.

Computed properties:
SMILES string: C=N.CCO
HOMO-LUMO gap in eV: 10.92
ΔE to the lowest compared entry with this formula, charge and spin in kJ/mol: 297.5
M in g/mol: 75.11
HOMO in eV: -10.04
Electronic energy in hartree: -249.600376
Net charge: 0

Each line ends with the Mulliken charge.
CARTESIAN COORDINATES (ANGSTROEM)
H: -1.526 2.548 1.026  0.3238
H: -2.458 0.843 0.885  0.2493
C: -1.622 1.635 0.424  -0.9411
N: 2.452 -1.665 0.114  -0.5410
H: -2.206 2.040 -0.473  0.2557
O: -0.268 -0.108 -0.593  -0.4640
H: 2.892 -1.216 -0.723  0.2577
C: -0.189 1.095 0.136  -0.2313
H: 0.198 0.958 1.109  0.2700
H: 0.497 1.884 -0.469  0.2355
H: -0.743 -0.817 -0.042  0.3097
H: 0.993 -2.024 -1.333  0.2279
C: 1.293 -2.209 -0.290  -0.2899
H: 0.688 -2.963 0.227  0.3376



Computed, not measured: a 3-piece molecular cluster, C3H9NO overall, with the ωB97M-V functional and the def2-TZVPD basis.

Computed properties:
HOMO-LUMO gap in eV: 8.95
ΔE to the lowest compared entry with this formula, charge and spin in kJ/mol: 381.3
M in g/mol: 75.11
HOMO in eV: -9.07
Electronic energy in hartree: -249.568478
Net charge: 0

Each line ends with the Mulliken charge.
CARTESIAN COORDINATES (ANGSTROEM)
H: -2.228 1.268 0.554  0.0860
N: 0.751 0.577 0.596  -0.3083
H: 2.341 1.415 -0.448  0.3178
H: 0.114 1.356 0.434  0.3061
H: -2.515 0.425 0.046  -0.1509
C: 1.737 0.508 -0.471  -0.8654
C: -0.073 -0.606 0.742  -0.7555
H: 1.311 0.405 -1.480  0.2884
H: 0.590 -1.474 0.863  0.3811
O: -2.239 -0.816 -0.438  -0.4360
H: -0.689 -0.493 1.637  0.3375
H: 2.403 -0.338 -0.291  0.3109
H: -0.510 -1.303 -1.327  0.3280
C: -0.993 -0.923 -0.416  0.1603



Computed, not measured: a 2-piece molecular cluster, C3H9NO overall, with the ωB97M-V functional and the def2-TZVPD basis.

Computed properties:
SMILES string: C=NCC.O
HOMO-LUMO gap in eV: 10.69
ΔE to the lowest compared entry with this formula, charge and spin in kJ/mol: 154.8
M in g/mol: 75.11
HOMO in eV: -9.76
Electronic energy in hartree: -249.654748
Net charge: 0

Each line ends with the Mulliken charge.
CARTESIAN COORDINATES (ANGSTROEM)
N: 0.800 0.037 -0.547  -0.4345
H: 0.807 1.486 0.895  0.3202
H: 1.270 -1.856 -0.011  0.2666
H: 1.517 -0.005 1.451  0.4054
C: 1.231 -1.114 -0.816  -0.3488
H: -1.199 -0.657 0.740  0.3517
H: 1.492 -1.353 -1.842  0.2717
H: -1.273 0.713 1.839  0.2900
C: -0.632 -0.090 1.479  -0.9729
O: -1.592 0.733 -2.225  -0.6358
C: 0.695 0.405 0.866  -0.4862
H: -1.629 1.609 -2.635  0.3085
H: -0.495 -0.805 2.286  0.3339
H: -0.993 0.896 -1.480  0.3302



Computed, not measured: a 2-piece molecular cluster, C3H9NO overall, with the ωB97M-V functional and the def2-TZVPD basis.

Computed properties:
HOMO-LUMO gap in eV: 7.18
ΔE to the lowest compared entry with this formula, charge and spin in kJ/mol: 384.7
M in g/mol: 75.11
HOMO in eV: -7.03
Electronic energy in hartree: -249.567175
Net charge: 0

Each line ends with the Mulliken charge.
CARTESIAN COORDINATES (ANGSTROEM)
H: -0.341 2.412 -1.972  0.2146
C: 0.134 1.434 -2.166  -0.7851
H: -0.348 1.007 -3.058  0.2357
O: 0.052 0.593 -1.069  -0.7318
C: 1.145 -0.822 1.195  -0.6463
N: -0.283 -0.805 1.540  -0.0732
H: 1.643 -0.055 1.779  0.2850
C: -1.218 -0.599 0.684  -0.1310
H: -0.520 -0.931 2.512  0.2557
H: 1.544 -1.804 1.450  0.2888
H: -2.231 -0.578 1.060  0.3245
H: 1.175 1.661 -2.454  0.2096
H: -0.894 -0.455 -0.375  0.2950
H: 1.218 -0.576 0.130  0.2584



Computed, not measured: a 2-piece molecular cluster, C3H9NO overall, with the ωB97M-V functional and the def2-TZVPD basis.

Computed properties:
SMILES string: C/C=C/N.O
HOMO-LUMO gap in eV: 9.03
ΔE to the lowest compared entry with this formula, charge and spin in kJ/mol: 178.1
M in g/mol: 75.11
HOMO in eV: -8.05
Electronic energy in hartree: -249.645858
Net charge: 0

Each line ends with the Mulliken charge.
CARTESIAN COORDINATES (ANGSTROEM)
H: 0.999 0.414 1.860  0.2309
N: -0.008 -1.858 1.017  -0.4449
H: -0.653 -2.623 1.142  0.1930
H: -1.166 -0.615 -0.104  0.5259
H: -1.160 0.609 -2.051  0.3309
C: 0.516 1.872 0.356  -1.1064
H: 0.791 -1.777 1.625  0.1781
H: -0.470 -0.672 -1.756  0.3631
H: 0.979 1.900 -0.626  0.2413
H: -0.434 2.427 0.428  0.2957
O: -0.414 0.058 -2.382  -0.6343
H: 1.095 2.511 1.041  0.3465
C: -0.268 -0.580 0.517  -0.1580
C: 0.420 0.470 0.930  -0.3619



Computed, not measured: a 2-piece molecular cluster, C3H9NO overall, with the ωB97M-V functional and the def2-TZVPD basis.

Computed properties:
SMILES string: C=CO.CN
HOMO-LUMO gap in eV: 9.13
ΔE to the lowest compared entry with this formula, charge and spin in kJ/mol: 412.0
M in g/mol: 75.11
HOMO in eV: -8.62
Electronic energy in hartree: -249.556774
Net charge: 0

Each line ends with the Mulliken charge.
CARTESIAN COORDINATES (ANGSTROEM)
H: 0.931 -0.381 -2.160  0.2769
C: -0.125 -0.236 -1.890  -0.6927
H: -0.533 0.522 -2.562  0.2277
H: -2.664 -2.159 -1.096  0.3772
N: 1.469 0.074 1.915  -0.5753
H: -0.631 -1.103 -0.034  0.1858
C: -1.046 -0.879 -1.056  0.1325
H: 0.211 1.118 0.383  0.0803
C: 0.621 1.251 1.431  -0.6059
H: -0.351 0.980 1.936  0.2976
O: -2.342 -1.206 -1.376  -0.5074
H: 2.384 0.281 1.800  0.2147
H: 0.696 2.312 1.577  0.3551
H: 1.380 -0.574 1.132  0.2336



Computed, not measured: a 2-piece molecular cluster, C3H9NO overall, with the ωB97M-V functional and the def2-TZVPD basis.

Computed properties:
SMILES string: C=NCC.O
HOMO-LUMO gap in eV: 11.00
ΔE to the lowest compared entry with this formula, charge and spin in kJ/mol: 145.0
M in g/mol: 75.11
HOMO in eV: -9.96
Electronic energy in hartree: -249.658474
Net charge: 0

Each line ends with the Mulliken charge.
CARTESIAN COORDINATES (ANGSTROEM)
H: 0.628 -0.732 -2.454  0.3292
C: 0.970 -0.217 1.382  -0.2034
H: 1.931 -0.432 0.879  0.2545
H: 0.780 -2.083 -0.390  0.3804
H: -2.298 2.356 1.261  0.2980
H: -1.034 1.517 0.936  0.3535
N: -0.095 -0.603 0.858  -0.5110
H: -0.903 -1.797 -0.573  0.3044
O: -1.417 2.398 0.879  -0.6743
H: 1.124 0.410 2.257  0.2793
H: 0.819 0.541 -1.214  0.3137
C: 0.050 -1.283 -0.439  -0.4818
H: -0.751 0.198 -1.811  0.2970
C: 0.196 -0.272 -1.570  -0.9395



Computed, not measured: a 2-piece molecular cluster, C3H9NO overall, with the ωB97M-V functional and the def2-TZVPD basis.

Computed properties:
SMILES string: C=CO.CN
HOMO-LUMO gap in eV: 10.16
ΔE to the lowest compared entry with this formula, charge and spin in kJ/mol: 184.9
M in g/mol: 75.11
HOMO in eV: -9.20
Electronic energy in hartree: -249.643259
Net charge: 0

Each line ends with the Mulliken charge.
CARTESIAN COORDINATES (ANGSTROEM)
O: -0.435 -0.264 -2.293  -0.4912
H: -0.957 1.348 3.064  0.2815
C: 1.583 -1.196 -1.461  -0.7087
C: -0.871 0.676 2.218  -0.6711
H: -0.208 -0.150 2.455  0.2146
H: -0.048 -2.312 -2.122  0.3365
H: -0.285 2.376 1.095  0.2109
H: -1.001 1.212 0.229  0.2121
H: -1.847 0.231 2.024  0.2419
H: 2.166 -2.080 -1.250  0.2377
N: -0.378 1.367 1.017  -0.4776
H: 2.140 -0.270 -1.396  0.2531
C: 0.374 -1.330 -1.967  0.0895
H: -0.235 0.392 -1.614  0.2708



Computed, not measured: one molecule with the formula C3H9NO, with the ωB97M-V functional and the def2-TZVPD basis.

Computed properties:
SMILES string: CNCCO
HOMO-LUMO gap in eV: 9.65
ΔE to the lowest compared entry with this formula, charge and spin in kJ/mol: 127.4
M in g/mol: 75.11
HOMO in eV: -8.66
Electronic energy in hartree: -249.665151
Net charge: 0

Each line ends with the Mulliken charge.
CARTESIAN COORDINATES (ANGSTROEM)
H: -1.172 -0.922 -0.638  0.3046
C: -0.094 -0.606 -0.660  -0.6605
C: 0.513 -1.166 0.619  -0.3323
H: -0.655 2.703 -0.140  0.3202
N: 0.056 0.836 -0.818  -0.3106
H: 0.008 -0.734 1.513  0.2722
H: -0.021 1.105 -1.805  0.2352
H: -0.653 1.417 1.075  0.2449
H: 2.253 -1.365 1.396  0.3115
C: -0.846 1.621 0.001  -0.8385
O: 1.898 -0.929 0.575  -0.4998
H: 0.395 -1.089 -1.527  0.3881
H: 0.242 -2.261 0.579  0.2830
H: -1.926 1.389 -0.169  0.2821